Record 1
ORCA calculation (the ωB97M-V functional and the def2-TZVPD basis) on the molecule C4H7NO2S.

Atoms and positions in Å:
1 H 1.84 -1.77 -0.39
2 C -0.57 -0.97 0.16
3 H -2.29 -1.64 -0.79
4 O -2.45 0.27 -0.11
5 H 0.74 2.34 0.01
6 H -2.73 0.77 -0.89
7 C 0.07 0.27 0.65
8 C 1.60 0.38 0.53
9 H 0.58 1.17 -1.34
10 C 0.70 1.29 -0.27
11 H -0.37 0.61 1.58
12 O -0.16 -2.08 0.48
13 S 2.64 -0.69 -0.40
14 H 2.14 0.88 1.30
15 N -1.76 -0.83 -0.53

Properties
SMILES: O=C(NO)[C@@H]1C[C@@H]1S
HOMO energy in eV: -8.66

Record 2
ORCA calculation (the ωB97M-V functional and the def2-TZVPD basis) on a cluster of 2 separate species, C4H7NO2S in total.

Atoms and positions in Å:
1 H -0.41 2.14 0.34
2 O -0.93 1.56 2.54
3 H 1.17 -2.22 0.74
4 H 0.29 1.38 -1.21
5 S -0.28 0.36 -3.13
6 H -0.48 -1.24 -1.23
7 H -0.99 0.91 -4.14
8 C -0.05 1.26 -0.18
9 N -0.09 -0.41 1.60
10 C -0.41 0.48 2.63
11 H -0.20 0.08 3.63
12 C 0.10 -0.03 0.40
13 C 0.41 -1.07 -0.63
14 O 0.65 -2.33 -0.06
15 H 1.23 -0.87 -1.32

Properties
HOMO energy in eV: -8.91

Record 3
ORCA calculation (the ωB97M-V functional and the def2-TZVPD basis) on the ion C4H7NO3 with charge -2.

Atoms and positions in Å:
1 H -0.60 1.94 0.25
2 H -1.27 -0.93 -0.68
3 C -0.95 -0.20 0.06
4 O 0.93 -2.37 -0.69
5 H 0.86 1.02 -1.07
6 H 0.53 -0.03 1.52
7 C 1.24 -1.71 0.34
8 H -1.55 -0.39 0.97
9 O -2.66 1.65 0.22
10 O 2.11 -2.05 1.19
11 C -1.43 1.34 -0.18
12 H 2.16 0.06 -0.75
13 N 1.41 0.59 -0.33
14 C 0.55 -0.34 0.47
15 H -1.34 1.42 -1.32

Properties
Charge: -2
SMILES: N[C@@H](CC[O-])C(=O)[O-]
HOMO energy in eV: 0.65

Record 4
ORCA calculation (the ωB97M-V functional and the def2-TZVPD basis) on a structure of composition C4H7NO3.

Atoms and positions in Å:
1 H -0.67 1.29 -0.02
2 H 0.73 -0.25 -2.09
3 O 0.22 -0.16 3.10
4 H -1.12 -1.64 -0.81
5 C 0.78 -0.20 0.47
6 C -1.47 -0.68 -0.44
7 H 2.49 0.88 1.33
8 O 1.55 -1.09 0.18
9 C -0.32 0.34 -0.43
10 O 1.57 1.19 1.37
11 C 0.52 0.00 2.00
12 H -0.40 0.90 -2.40
13 N 0.29 0.60 -1.73
14 H -2.27 -0.32 -1.09
15 H -1.88 -0.83 0.56

Properties
HOMO energy in eV: -9.71

Record 5
ORCA calculation (the ωB97M-V functional and the def2-TZVPD basis) on a cluster of 2 separate species, C4H7NO3 in total.

Atoms and positions in Å:
1 O 1.71 2.22 1.36
2 H -0.76 1.00 -2.01
3 H 0.66 -0.51 -1.01
4 C -0.51 -0.70 -0.76
5 N 0.10 -0.09 2.64
6 C 0.18 -0.57 1.48
7 H -1.42 -0.49 -2.68
8 H 0.82 -1.43 1.15
9 C 1.71 1.49 0.47
10 C -1.30 0.09 -1.78
11 O -0.62 -0.10 0.50
12 H -2.28 0.35 -1.38
13 O 1.79 1.01 -0.60
14 H 0.73 -0.52 3.31
15 H -0.84 -1.75 -0.70

Properties
SMILES: [H]/N=C/OCC.O=C=O
HOMO energy in eV: -10.13

Record 6
ORCA calculation (the ωB97M-V functional and the def2-TZVPD basis) on a cluster of 2 separate species, C4H7NO3S in total.

Atoms and positions in Å:
1 H -0.91 -0.55 -2.27
2 O -0.60 0.17 2.21
3 C 0.22 -1.09 -0.32
4 H -0.62 2.04 1.40
5 H 0.36 0.24 2.36
6 S -0.28 -1.75 -1.93
7 O 1.94 -0.17 1.03
8 C -1.03 1.11 1.22
9 C 1.65 -0.74 -0.02
10 O 2.66 -1.04 -0.85
11 N -1.02 1.07 -1.33
12 H 2.45 -1.58 -1.59
13 H -0.24 -1.52 0.60
14 H -2.15 1.19 1.32
15 H -1.61 1.83 -1.65
16 C -0.83 0.77 -0.17

Properties
HOMO energy in eV: -9.22

Record 7
ORCA calculation (the ωB97M-V functional and the def2-TZVPD basis) on a cluster of 2 separate species, C4H7NO3S in total.

Atoms and positions in Å:
1 H 0.59 -0.62 -2.08
2 H -2.65 1.13 -2.51
3 H 1.25 -2.12 -0.12
4 O -1.19 -1.93 0.32
5 H 2.08 0.45 -1.92
6 H -0.25 0.19 1.55
7 C 1.41 -0.31 -1.48
8 N 1.02 0.05 -0.13
9 C 1.75 -1.14 -0.26
10 O -0.69 1.51 0.13
11 C 0.13 0.70 0.46
12 H -3.38 1.46 -0.73
13 O -2.32 -0.27 -1.14
14 S -2.18 -0.84 0.35
15 H 2.80 -0.95 -0.09
16 C -2.93 0.83 -1.54

Properties
HOMO energy (spin up / spin down) in eV: -8.19 / -7.76

Record 8
ORCA calculation (the ωB97M-V functional and the def2-TZVPD basis) on the molecule C4H7NOS.

Atoms and positions in Å:
1 C -0.29 -0.65 0.64
2 H -0.48 1.25 1.62
3 H -3.23 -0.90 -0.74
4 O 0.54 1.32 -0.30
5 N -2.85 -0.03 -0.29
6 H -0.60 -1.30 1.54
7 H -1.05 -0.08 -1.28
8 S 1.29 -1.02 -0.13
9 H 2.20 0.86 0.85
10 H 2.52 0.91 -1.00
11 C -0.36 0.83 0.56
12 C -1.34 -0.13 -0.27
13 C 1.83 0.77 -0.09
14 H -3.36 0.42 0.59

Properties
SMILES: N[C@H]1[C@@H]2OCS[C@H]12
HOMO energy in eV: -8.34

For the records above, the corresponding energy relative to the best compared isomer or geometry (same formula, charge and spin) values read 343.9, 620.4, 94.3, 334.8, 165.5, 176.6, 518.6, 355.8 kJ/mol.
For the records above, the corresponding total energy values read -759.94558, -759.84025, -437.02174, -437.01587, -437.08036, -835.19529, -835.06501, -684.67154 Eh.
For the records above, the corresponding max |F| values read 2.2, 2.4, 1.8, 2.3, 3.3, 5.3, 8.2, 4.9 eV/Å.